Entry 1:
Computed, not measured: a cluster of 11 separate species, C36H95NO12 in total, with the ωB97M-V functional and the def2-TZVPD basis.

Results
Energy above the lowest of the compared OMol25 structures with the same formula, charge and spin ... 0.000 eV
HOMO level ... -8.616 eV
Structure (SMILES) ... COCCNCCOC.CC(C)O.CC(C)O.CC(C)O.CC(C)O.CC(C)O.CC(C)O.CC(C)O.CC(C)O.CC(C)O.CC(C)O

Geometry as XYZ:
```
144
Properties=species:S:1:pos:R:3:lowdin_charge:R:1
C -5.1447 -8.9628 14.4963 -0.1363
O -3.8924 -8.3486 14.5081 -0.1810
C -2.8990 -9.1701 15.0868 -0.2360
C -1.5555 -8.4715 15.2174 -0.2154
N -0.7689 -9.0748 16.2775 -0.0451
C 0.6355 -8.6847 16.2515 -0.2101
C 0.9222 -7.1928 16.5107 -0.2094
O 0.5658 -6.3711 15.4273 -0.1782
C 1.4865 -6.3265 14.3776 -0.1085
H -5.8647 -8.2665 14.0763 0.0874
H -5.4775 -9.2931 15.4882 0.0857
H -5.1524 -9.8738 13.8829 0.0862
H -2.8230 -10.1296 14.5534 0.1198
H -3.2857 -9.4489 16.0822 0.1184
H -1.8034 -7.4154 15.3846 0.1233
H -1.0648 -8.4910 14.2428 0.1145
H -1.2005 -8.8000 17.1517 0.1108
H 1.1569 -8.9769 15.3371 0.0950
H 1.1754 -9.2253 17.0369 0.1005
H 1.9815 -7.1339 16.7910 0.1032
H 0.4059 -6.8852 17.4224 0.1234
H 2.4472 -5.8330 14.5565 0.0842
H 0.9933 -5.7600 13.5817 0.0925
H 1.6831 -7.3197 13.9488 0.0734
C 2.3529 -12.1840 16.9619 -0.0436
C 2.9777 -13.3573 16.2083 -0.4729
C 2.0934 -14.6081 16.3160 -0.0578
O 3.0832 -13.0003 14.8297 -0.0854
H 1.4835 -11.8532 16.3904 0.0763
H 3.0489 -11.3413 16.9285 0.0519
H 2.0955 -12.4001 17.9985 0.0777
H 3.9668 -13.6527 16.5589 0.1053
H 2.5183 -15.4334 15.7443 0.0799
H 1.0643 -14.4693 15.9788 0.0766
H 2.0275 -14.8978 17.3698 0.0771
H 2.1587 -13.0363 14.4961 0.0391
C 6.9890 -12.0417 22.0873 -0.0457
C 7.3611 -10.5659 22.0080 -0.4428
C 7.8972 -10.2180 20.6251 -0.0423
O 6.1645 -9.7806 22.2170 -0.0921
H 6.3393 -12.2457 21.2309 0.0727
H 6.4121 -12.2949 22.9754 0.0801
H 7.8887 -12.6382 21.9301 0.0888
H 8.0379 -10.2564 22.8112 0.1381
H 7.1922 -10.5327 19.8488 0.0689
H 8.8442 -10.7162 20.4284 0.0884
H 7.9780 -9.1431 20.4541 0.0779
H 5.8041 -10.0078 23.0798 0.1013
C 9.7307 -9.2985 12.4837 -0.0556
C 10.0276 -8.8291 13.8999 -0.4828
C 8.9938 -9.3022 14.9309 -0.0656
O 11.3076 -9.3183 14.3054 -0.0554
H 9.4525 -10.3555 12.5406 0.0808
H 10.6315 -9.2606 11.8689 0.0772
H 8.9788 -8.6985 11.9717 0.0687
H 10.0357 -7.7373 13.9374 0.1287
H 7.9921 -8.9389 14.6923 0.0467
H 9.2301 -8.7953 15.8684 0.0799
H 8.9890 -10.3917 14.9895 0.0831
H 11.1919 -10.2047 14.6588 0.0789
C 3.6774 -10.1431 20.1722 -0.0379
C 3.6296 -8.6061 20.3150 -0.4308
C 2.9905 -8.1156 21.6069 -0.0479
O 4.9839 -8.1133 20.3145 -0.1103
H 4.1318 -10.6757 20.9979 0.0643
H 4.1801 -10.3182 19.2175 0.0642
H 2.6720 -10.5517 20.0263 0.0767
H 3.1683 -8.1486 19.4379 0.1326
H 1.9546 -8.4549 21.7168 0.0810
H 2.9652 -7.0245 21.6116 0.0763
H 3.5092 -8.4276 22.5141 0.0753
H 5.5109 -8.6900 20.9052 0.0541
C 5.1892 -4.4811 19.9772 -0.0488
C 6.0443 -5.0570 18.8456 -0.4576
C 7.4510 -5.4468 19.2551 -0.0417
O 5.3741 -6.2078 18.2994 -0.1032
H 4.1836 -4.2752 19.6165 0.0807
H 5.6156 -3.5566 20.3793 0.0783
H 5.1480 -5.1301 20.8560 0.0745
H 6.0525 -4.3299 18.0311 0.1332
H 7.4776 -6.2372 20.0080 0.0772
H 7.9431 -4.5797 19.7076 0.0847
H 8.0366 -5.7654 18.3946 0.0671
H 5.3436 -6.8570 19.0320 0.0496
C 1.0119 -10.6294 12.5560 -0.0373
C 0.6707 -12.0977 12.3697 -0.4387
C 1.7509 -12.8549 11.6092 -0.0379
O 0.5722 -12.7478 13.6618 -0.0859
H 1.9885 -10.5154 13.0364 0.0708
H 0.2989 -10.1552 13.2349 0.0601
H 1.0937 -10.1336 11.5889 0.0902
H -0.2902 -12.2271 11.8659 0.1349
H 2.2316 -12.1773 10.8978 0.0795
H 1.3802 -13.7179 11.0577 0.0782
H 2.5643 -13.2028 12.2470 0.0760
H -0.1043 -12.2833 14.1730 0.0960
C 6.0289 -4.5059 13.8809 -0.0467
C 7.1539 -5.5283 14.0433 -0.4799
C 7.7610 -5.4468 15.4417 -0.0520
O 6.6524 -6.8335 13.8178 -0.0773
H 5.2995 -4.5360 14.6862 0.0776
H 5.6176 -4.6102 12.8747 0.0753
H 6.4639 -3.4989 13.8481 0.0789
H 7.9810 -5.3769 13.3465 0.1375
H 8.5507 -6.2015 15.5096 0.0693
H 7.0432 -5.6527 16.2366 0.0548
H 8.2173 -4.4726 15.6361 0.0868
H 5.9198 -7.0022 14.4343 0.0580
C 6.5507 -15.5823 16.8955 -0.0512
C 7.3072 -14.6939 17.8761 -0.4688
C 6.8712 -13.2332 17.7893 -0.0647
O 7.0817 -15.1404 19.2211 -0.0685
H 6.6094 -16.6335 17.1733 0.0802
H 6.9320 -15.3785 15.8922 0.0845
H 5.4784 -15.3750 16.8195 0.0623
H 8.3870 -14.7804 17.7693 0.1367
H 5.8612 -13.0811 18.1840 0.0710
H 6.8357 -12.8252 16.7762 0.0781
H 7.5295 -12.6114 18.3986 0.0647
H 6.1457 -15.0485 19.4284 0.0820
C 4.2369 -9.4596 14.7758 -0.0254
C 4.4750 -8.7956 16.1180 -0.4670
C 5.7936 -9.1331 16.7573 -0.0419
O 4.4697 -7.3633 15.9637 -0.0888
H 4.0176 -10.5192 14.9220 0.0703
H 5.1952 -9.3783 14.2523 0.0719
H 3.4507 -9.0195 14.1642 0.0601
H 3.6599 -9.0735 16.8051 0.1092
H 5.8391 -8.8765 17.8240 0.0625
H 6.6950 -8.6354 16.4015 0.0674
H 5.9550 -10.2196 16.7880 0.0820
H 4.7441 -7.0088 16.8429 0.0516
C 6.0627 -9.9093 11.4101 -0.0574
C 5.0019 -8.9199 10.9194 -0.4767
C 5.6315 -7.6297 10.4288 -0.0598
O 4.2694 -9.5074 9.8396 -0.0644
H 6.7077 -10.2968 10.6250 0.0828
H 5.5519 -10.7417 11.9074 0.0771
H 6.6022 -9.4716 12.2559 0.0555
H 4.3103 -8.6827 11.7277 0.1250
H 5.9591 -7.0337 11.2871 0.0601
H 4.9014 -6.9842 9.9336 0.0780
H 6.4477 -7.7833 9.7204 0.0813
H 4.8812 -9.8875 9.2042 0.0803
```

---

Entry 2:
Computed, not measured: an isolated molecule of C13H19NO2S, with the ωB97M-V functional and the def2-TZVPD basis.

Results
Energy above the lowest of the compared OMol25 structures with the same formula, charge and spin ... 0.680 eV
HOMO level ... -9.129 eV
Structure (SMILES) ... CC[C@H]1CCCCN1S(=O)(=O)c1ccccc1

Geometry as XYZ:
```
36
Properties=species:S:1:pos:R:3:lowdin_charge:R:1
C 0.4093 2.6990 -0.0612 -0.0930
C 1.7210 1.9248 -0.0307 -0.2027
C 1.5979 0.5597 -0.7194 -0.3375
C 2.9476 -0.1954 -0.7761 -0.1292
C 2.8813 -1.4893 0.0334 -0.1868
C 2.3072 -1.1830 1.4121 -0.1558
C 0.8434 -0.7439 1.2466 -0.1859
N 0.5686 -0.2345 -0.0789 -0.2185
S -0.3645 -1.2223 -1.0449 0.6844
O -0.1980 -2.6087 -0.7008 -0.2857
O -0.1801 -0.8309 -2.4121 -0.2743
C -1.9959 -0.7063 -0.5123 -0.2641
C -2.4872 0.4984 -0.9765 -0.0672
C -3.7236 0.9412 -0.5377 -0.0674
C -4.4521 0.1752 0.3597 -0.0785
C -3.9534 -1.0352 0.8141 -0.0701
C -2.7160 -1.4798 0.3763 -0.0593
H 0.5177 3.6523 0.4513 0.0714
H -0.3791 2.1280 0.4237 0.0623
H 0.1097 2.8920 -1.0886 0.0754
H 2.0412 1.7853 1.0029 0.1072
H 2.4935 2.4966 -0.5484 0.1169
H 1.2268 0.7194 -1.7347 0.1287
H 3.7355 0.4415 -0.3674 0.1109
H 3.2016 -0.4244 -1.8111 0.1153
H 3.8782 -1.9240 0.1197 0.1136
H 2.2336 -2.2107 -0.4685 0.1006
H 2.8938 -0.3874 1.8768 0.1081
H 2.3568 -2.0606 2.0563 0.1119
H 0.1809 -1.5995 1.3811 0.1075
H 0.5736 0.0178 1.9880 0.1229
H -1.8999 1.0603 -1.6844 0.1113
H -4.1199 1.8798 -0.8947 0.1066
H -5.4163 0.5210 0.7018 0.1040
H -4.5276 -1.6324 1.5063 0.1058
H -2.3054 -2.4237 0.6985 0.1110
```